Record 1
The following is a DFT calculation (wB97M-V/def2-TZVPD) of a molecular structure, C21H25F2FeN2O8S2 in a non-equilibrium geometry.

ORCA input file:
```
! wB97M-V def2-TZVPD RIJCOSX def2/J DEFGRID3
* xyz -2 6
Fe 0.739 -0.623 -0.829
O -4.771 0.021 -0.971
C -4.579 -1.308 -1.049
C -5.702 -2.126 -1.103
C -5.576 -3.504 -1.189
C -4.310 -4.077 -1.215
C -3.188 -3.272 -1.177
C -3.288 -1.880 -1.110
C -2.073 -1.075 -1.174
O -0.942 -1.588 -1.479
N -2.212 0.242 -1.004
N -1.082 0.914 -1.156
C -0.980 2.194 -1.127
C 0.233 2.844 -1.499
C 0.355 4.234 -1.339
C 1.464 4.924 -1.775
C 2.498 4.229 -2.404
C 2.421 2.860 -2.562
C 1.311 2.110 -2.113
O 1.274 0.831 -2.281
H -3.845 0.420 -0.906
H -6.679 -1.659 -1.083
H -6.465 -4.123 -1.232
H -4.202 -5.154 -1.265
H -2.190 -3.686 -1.186
H -1.848 2.807 -0.868
H -0.452 4.755 -0.835
H 1.536 5.997 -1.637
H 3.369 4.764 -2.767
H 3.229 2.319 -3.039
O -1.378 -1.688 1.555
S 0.033 -1.339 1.605
O 0.593 -1.516 2.937
O 0.202 0.109 1.135
O 0.822 -2.128 0.587
C 2.720 3.393 4.368
C 2.604 2.103 3.555
C 1.179 1.555 3.564
S 0.205 2.333 2.218
O 0.182 3.794 2.623
C -1.459 1.776 2.794
C -2.525 2.625 2.107
C -3.652 3.024 3.057
H 3.731 3.806 4.323
H 2.479 3.208 5.418
H 2.015 4.124 3.976
H 3.293 1.350 3.946
H 2.891 2.300 2.518
H 0.679 1.782 4.508
H 1.143 0.488 3.363
H -1.477 1.928 3.875
H -1.531 0.719 2.555
H -2.932 2.086 1.250
H -2.042 3.538 1.746
H -4.147 2.142 3.466
H -4.399 3.629 2.539
H -3.249 3.615 3.883
F 3.388 -0.704 -1.090
C 2.553 -0.041 -0.161
F 2.972 -0.512 1.058
H 2.817 1.024 -0.193
*
```

Calculated values
F_max ... 2.57 eV/A
E_LUMO (spin up / spin down) ... 4.84 / 4.84 eV
Highest occupied orbital energy (spin up / spin down) ... -1.89 / -2.08 eV
<S²> ... 8.760

Record 2
The following is a DFT calculation (wB97M-V/def2-TZVPD) of a molecular structure, C21H25F3O27PbZn in a non-equilibrium geometry.

ORCA input file:
```
! wB97M-V def2-TZVPD RIJCOSX def2/J DEFGRID3
* xyz 0 1
Pb -1.743 -1.322 3.788
Zn -2.415 2.258 2.901
O 1.185 4.117 3.865
C -0.031 3.870 4.232
O -0.829 3.519 3.405
O -0.313 3.947 5.465
H 0.870 3.976 2.969
O -2.247 -0.498 6.145
C -2.398 0.783 5.787
O -2.514 0.993 4.594
O -2.153 1.614 6.685
H -1.925 -0.146 6.978
O -5.488 -0.048 1.179
C -4.348 0.128 1.818
O -3.799 -0.784 2.366
O -3.850 1.254 1.831
H -5.603 -0.977 1.391
O -0.310 0.437 0.001
C -0.494 0.073 1.270
O -0.404 -1.106 1.623
O -1.037 0.895 2.009
H -0.272 -0.508 -0.161
C 2.960 -3.378 -5.389
C 1.547 -3.676 -4.916
C 1.587 -4.641 -3.717
O 1.090 -3.800 -2.670
C 0.731 -2.581 -3.067
O 0.325 -1.784 -2.203
O 0.937 -2.537 -4.372
H 3.418 -2.613 -4.762
H 3.142 -3.144 -6.438
H 3.569 -4.281 -5.421
H 0.894 -4.144 -5.653
H 2.577 -5.011 -3.452
H 0.924 -5.494 -3.856
C -3.240 0.813 -1.970
C -3.586 1.041 -3.392
C -3.193 2.380 -3.900
O -1.867 2.230 -4.375
C -1.683 0.923 -4.708
O -0.685 0.533 -5.313
O -2.734 0.183 -4.182
H -3.616 -0.196 -1.800
H -3.871 1.472 -1.374
H -2.187 0.782 -1.690
H -4.590 0.912 -3.795
H -3.426 3.214 -3.238
H -3.702 2.597 -4.840
C -0.447 3.215 -1.756
C 0.546 4.014 -0.861
O -0.104 3.924 0.358
C -1.439 3.615 0.111
O -2.227 3.470 1.024
O -1.670 3.415 -1.165
F 0.655 5.360 -1.089
H -0.172 2.163 -1.675
H -0.326 3.479 -2.807
H 1.557 3.635 -1.009
C 2.648 -3.230 1.518
C 1.423 -3.886 2.219
O 2.002 -4.496 3.339
C 3.304 -4.801 3.024
O 4.032 -5.423 3.835
O 3.653 -4.079 1.994
F 0.861 -4.792 1.434
H 2.770 -2.177 1.772
H 2.487 -3.471 0.467
H 0.676 -3.163 2.547
C 2.822 0.777 2.368
C 3.632 0.279 1.203
O 4.555 1.322 1.060
C 3.949 2.442 1.522
O 4.547 3.511 1.629
O 2.779 2.133 2.034
F 2.937 0.175 0.037
H 3.312 0.672 3.336
H 1.855 0.281 2.452
H 4.176 -0.636 1.433
*
```

Calculated values
F_max ... 11.23 eV/A
E_LUMO ... -2.25 eV
Highest occupied orbital energy ... -7.55 eV

Record 3
The following is a DFT calculation (wB97M-V/def2-TZVPD) of a gas-phase ion, C21H25F4OSi (charge +1) in a non-equilibrium geometry.

ORCA input file:
```
! wB97M-V def2-TZVPD RIJCOSX def2/J DEFGRID3
* xyz 1 1
C -2.546 0.767 0.744
C -2.116 0.414 2.182
C -1.684 1.733 2.829
C -1.030 -0.685 2.301
C -1.196 -2.164 2.036
O 0.144 -0.213 1.968
Si 1.742 0.278 2.197
C 2.838 -0.586 0.964
C 1.878 2.116 1.919
C 2.100 -0.243 3.932
H -2.851 -0.126 0.188
H -3.423 1.445 0.773
H -1.726 1.272 0.205
H -2.980 0.019 2.730
H -1.233 1.561 3.808
H -0.962 2.271 2.194
H -2.572 2.374 2.986
H -0.241 -2.513 1.630
H -1.882 -2.104 1.167
H 3.894 -0.452 1.244
H 2.628 -1.661 0.924
H 2.697 -0.191 -0.050
H 2.871 2.452 2.248
H 1.780 2.377 0.860
H 1.134 2.701 2.464
H 3.140 -0.029 4.199
H 1.451 0.268 4.650
H 1.938 -1.318 4.060
F 2.164 -5.798 4.858
C 1.142 -5.755 3.937
C 1.020 -6.823 3.064
C -0.009 -6.723 2.137
F -0.151 -7.751 1.233
C -0.892 -5.636 2.095
C -0.745 -4.563 2.993
C -1.703 -3.317 2.915
C -2.424 -2.948 4.190
C -3.657 -2.312 4.006
C -4.281 -1.692 5.083
F -5.431 -0.963 4.867
C -3.788 -1.775 6.382
C -2.650 -2.555 6.558
F -2.140 -2.676 7.832
C -1.999 -3.204 5.500
C 0.284 -4.646 3.923
H 1.665 -7.697 3.121
H -1.690 -5.636 1.358
H -2.482 -3.762 2.290
H -4.129 -2.294 3.019
H -4.287 -1.287 7.219
H -1.178 -3.873 5.723
H 0.420 -3.837 4.630
*
```

Calculated values
F_max ... 4.25 eV/A
E_LUMO ... -5.23 eV
Highest occupied orbital energy ... -12.24 eV

Record 4
The following is a DFT calculation (wB97M-V/def2-TZVPD) of a molecular structure, C21H25F6InNO19.

ORCA input file:
```
! wB97M-V def2-TZVPD RIJCOSX def2/J DEFGRID3
* xyz -1 1
C -3.104 1.262 -0.921
C -4.341 0.938 -1.782
In -6.068 2.184 -1.282
O -6.974 1.018 0.371
C -7.602 -0.003 0.029
N -8.222 -0.945 -0.281
H -3.292 2.037 -0.176
H -2.271 1.624 -1.525
H -2.751 0.388 -0.376
H -4.646 -0.091 -1.605
H -4.113 1.070 -2.833
H -5.528 3.718 -0.601
H -7.296 2.387 -2.514
C -0.609 -3.078 0.955
C -0.499 -2.336 2.273
O 0.148 -1.134 1.893
C -0.136 -0.898 0.578
O 0.069 0.127 0.022
O -0.667 -2.001 0.014
F 0.276 -2.996 3.168
H 0.294 -3.667 0.786
H -1.491 -3.705 0.868
H -1.454 -2.098 2.743
C 0.448 -6.045 6.356
C -0.786 -5.239 6.717
O -1.307 -4.898 5.449
C -0.894 -5.831 4.547
O -1.333 -5.952 3.454
O 0.077 -6.601 5.090
F -0.489 -4.107 7.399
H 1.308 -5.387 6.227
H 0.694 -6.831 7.062
H -1.545 -5.788 7.277
C 4.468 -4.457 4.730
C 4.294 -5.320 3.498
O 4.264 -6.633 4.050
C 3.810 -6.541 5.322
O 3.418 -7.450 5.975
O 3.831 -5.252 5.738
F 5.343 -5.225 2.649
H 5.527 -4.346 4.970
H 3.989 -3.486 4.652
H 3.373 -5.142 2.951
C -1.085 5.476 -2.521
C -0.339 4.998 -3.753
O -1.063 3.847 -4.118
C -2.349 3.978 -3.652
O -3.255 3.294 -3.963
O -2.408 5.017 -2.784
F 0.951 4.657 -3.484
H -0.694 4.986 -1.628
H -1.080 6.554 -2.393
H -0.342 5.706 -4.580
C 4.124 -0.148 0.504
C 3.922 -1.026 -0.718
O 3.959 -2.331 -0.153
C 3.573 -2.241 1.141
O 3.254 -3.164 1.819
O 3.573 -0.959 1.547
F 4.927 -0.904 -1.616
H 5.188 0.005 0.686
H 3.604 0.804 0.460
H 2.970 -0.887 -1.231
C 0.748 8.070 -8.278
C -0.384 7.423 -7.500
O 0.141 7.391 -6.186
C 1.063 8.391 -6.060
O 1.510 8.768 -5.033
O 1.370 8.884 -7.281
F -0.642 6.163 -7.911
H 1.448 7.306 -8.620
H 0.423 8.684 -9.112
H -1.318 7.988 -7.496
*
```

Calculated values
F_max ... 0.70 eV/A
E_LUMO ... 1.62 eV
Highest occupied orbital energy ... -4.70 eV